{
  "formula": "C63H84Ge2O2P3PdS",
  "method": "the ωB97M-V functional and the def2-TZVPD basis",
  "species": ["Pd", "C", "C", "P", "C", "C", "C", "C", "C", "C", "C", "C", "C", "C", "C", "C", "P", "C", "C", "C", "C", "C", "C", "C", "C", "C", "C", "C", "C", "H", "H", "H", "H", "H", "H", "H", "H", "H", "H", "H", "H", "H", "H", "H", "H", "H", "H", "H", "H", "H", "H", "H", "H", "C", "Ge", "C", "C", "Ge", "C", "C", "C", "C", "C", "C", "C", "C", "C", "C", "C", "C", "H", "H", "H", "H", "H", "H", "H", "H", "H", "H", "H", "H", "H", "H", "H", "H", "H", "H", "H", "O", "S", "C", "C", "C", "C", "H", "H", "H", "H", "H", "H", "H", "H", "O", "P", "C", "C", "C", "C", "C", "C", "C", "C", "C", "C", "C", "C", "C", "C", "C", "C", "C", "C", "H", "H", "H", "H", "H", "H", "H", "H", "H", "H", "H", "H", "H", "H", "H", "H", "H", "H", "H", "H", "H", "H", "H", "H", "H", "H", "H", "H", "H", "H", "H", "H", "H"],
  "coordinates": [[-0.44776, -0.67113, -0.48037], [1.49483, -1.18950, -1.56498], [0.94400, -0.10979, -2.18085], [-2.10099, 0.71095, -1.66574], [-3.54454, 1.75751, -1.33440], [-4.32720, 2.18753, -2.41097], [-5.47027, 2.93168, -2.17030], [-5.83309, 3.27107, -0.87279], [-5.05905, 2.84521, 0.19715], [-3.92151, 2.08727, -0.03308], [-1.60806, 1.17217, -3.32598], [-1.17572, 2.48570, -3.53430], [-0.76311, 2.88349, -4.79667], [-0.80040, 1.98297, -5.85432], [-1.22681, 0.67642, -5.64915], [-1.61294, 0.26260, -4.38307], [0.06096, -2.92545, 0.55336], [1.82991, -3.29478, 0.58427], [2.60596, -2.85714, 1.65349], [3.97010, -3.12864, 1.68777], [4.56181, -3.83834, 0.65207], [3.78865, -4.29361, -0.41164], [2.42857, -4.02853, -0.44438], [-0.70816, -4.52325, 0.66619], [-2.06889, -4.67543, 0.37438], [-2.68100, -5.91003, 0.47929], [-1.94616, -7.01265, 0.90273], [-0.59809, -6.87219, 1.22006], [0.02281, -5.64185, 1.10295], [2.15973, -1.07043, -0.71845], [1.44512, -2.16775, -2.02273], [0.45748, -0.21139, -3.13837], [1.16160, 0.89756, -1.84293], [-4.06548, 1.92486, -3.42698], [-6.08374, 3.24361, -3.00637], [-6.72166, 3.86412, -0.69707], [-5.34281, 3.10065, 1.21103], [-3.33433, 1.73164, 0.79842], [-1.17215, 3.19725, -2.71614], [-0.41879, 3.89665, -4.95764], [-0.49984, 2.30190, -6.84406], [-1.25924, -0.02112, -6.47627], [-1.92407, -0.76183, -4.21934], [2.13746, -2.32984, 2.47574], [4.56476, -2.80044, 2.53109], [5.62240, -4.05363, 0.67964], [4.24562, -4.86899, -1.20695], [1.82505, -4.40026, -1.26678], [-2.64106, -3.82064, 0.05392], [-3.73022, -6.01687, 0.23387], [-2.42412, -7.97987, 0.99227], [-0.02814, -7.72656, 1.56060], [1.07026, -5.54841, 1.35843], [-3.42521, -2.70843, 2.20067], [-4.49102, -1.84240, 0.81869], [-5.38853, -0.32636, 1.63190], [-5.85033, -3.12530, 0.24839], [-3.45490, -1.39640, -1.38593], [-2.68040, -2.90542, -2.36265], [-1.37587, -3.02187, -2.83576], [-0.96789, -4.15070, -3.54127], [-1.86296, -5.18404, -3.77318], [-3.17199, -5.07663, -3.31847], [-3.57776, -3.94526, -2.62633], [-4.89653, -0.94365, -2.63156], [-6.10844, -0.44066, -2.15306], [-7.17084, -0.19478, -3.01271], [-7.02520, -0.42907, -4.37322], [-5.82248, -0.92031, -4.86698], [-4.76804, -1.18146, -4.00151], [-3.77048, -2.32359, 3.16427], [-2.35664, -2.52435, 2.10746], [-3.60421, -3.78305, 2.18166], [-5.95633, -0.74196, 2.46951], [-6.08451, 0.16954, 0.96034], [-4.68286, 0.40520, 2.01964], [-6.59830, -3.19589, 1.04261], [-5.41016, -4.11524, 0.10925], [-6.35180, -2.82598, -0.67101], [-0.66840, -2.21941, -2.67440], [0.04551, -4.21764, -3.92030], [-1.54914, -6.06354, -4.32132], [-3.87978, -5.87359, -3.51190], [-4.61009, -3.87365, -2.29624], [-6.23166, -0.23108, -1.09816], [-8.10977, 0.17957, -2.62284], [-7.84840, -0.23263, -5.04867], [-5.71018, -1.11044, -5.92713], [-3.85075, -1.59569, -4.40246], [-1.94093, -0.13732, 1.11997], [-0.88841, 0.40833, 2.14472], [-0.79292, 2.20300, 1.86652], [-1.25683, 2.89706, 3.14711], [-2.33311, 2.00513, 3.76747], [-1.76248, 0.58908, 3.71946], [-1.46588, 2.37986, 1.02854], [0.22769, 2.42246, 1.55242], [-1.62753, 3.89800, 2.92669], [-0.41900, 3.00568, 3.83922], [-3.25677, 2.05735, 3.18510], [-2.57158, 2.29721, 4.78952], [-2.50083, -0.21312, 3.74648], [-1.01737, 0.41639, 4.49888], [1.78251, 0.86919, 0.72080], [3.05980, 1.40784, 1.34323], [2.93499, 3.22452, 1.34934], [4.19413, 4.04155, 1.68673], [3.88163, 5.52895, 1.52342], [3.61232, 5.88386, 0.04721], [3.20096, 4.65220, -0.76735], [2.27218, 3.73883, 0.03115], [3.07252, 0.70892, 3.04323], [4.36658, 0.37515, 3.80285], [4.93558, 1.53845, 4.61069], [3.88114, 2.09330, 5.56399], [2.64701, 2.55432, 4.79228], [2.05621, 1.40781, 3.97024], [4.51047, 0.77599, 0.47130], [4.39628, 1.02839, -1.03990], [5.57409, 0.36919, -1.75510], [6.92723, 0.96385, -1.29787], [6.77439, 1.85681, -0.06424], [5.91500, 1.18995, 1.00973], [2.22298, 3.38469, 2.16735], [5.02224, 3.77349, 1.03017], [4.51972, 3.84064, 2.70609], [4.70566, 6.12766, 1.91171], [3.00777, 5.76843, 2.13849], [4.50314, 6.32782, -0.39897], [2.82778, 6.64061, -0.01188], [4.09245, 4.09797, -1.07331], [2.70479, 4.96166, -1.68775], [1.93473, 2.89747, -0.57796], [1.37634, 4.31101, 0.28910], [2.61857, -0.23944, 2.74760], [5.11550, -0.04247, 3.13040], [4.11219, -0.42290, 4.51206], [5.27113, 2.33492, 3.94218], [5.81502, 1.20586, 5.16378], [4.29042, 2.91709, 6.14979], [3.59027, 1.31014, 6.27316], [2.92467, 3.38889, 4.14385], [1.88888, 2.93332, 5.48145], [1.19670, 1.75447, 3.38538], [1.67336, 0.65441, 4.66990], [4.38119, -0.30592, 0.62792], [4.39306, 2.10252, -1.24522], [3.45319, 0.63426, -1.41938], [5.45509, 0.47658, -2.83383], [5.54353, -0.70499, -1.54517], [7.37627, 1.54175, -2.10602], [7.62771, 0.15817, -1.06883], [6.34204, 2.81856, -0.35474], [7.75572, 2.08022, 0.35585], [5.83828, 1.84422, 1.87684], [6.43915, 0.29439, 1.35317]],
  "forces_ev_per_angstrom": [[-1.185, 0.021, 0.264], [-0.063, 0.005, 0.185], [-0.060, 0.298, 0.069], [-0.140, -2.022, -0.032], [0.434, 0.721, 0.575], [0.136, 0.028, 0.029], [-0.017, 0.015, 0.012], [-0.026, 0.010, -0.023], [-0.029, -0.008, -0.068], [-0.080, 0.035, -0.039], [-0.057, 0.118, -0.233], [-0.026, -0.093, -0.061], [-0.004, -0.034, 0.021], [-0.012, -0.018, -0.024], [0.062, 0.028, -0.003], [-0.061, 0.090, 0.003], [0.518, 0.706, 0.194], [-0.020, -0.220, 0.106], [0.081, 0.045, 0.004], [-0.067, 0.004, -0.031], [-0.039, 0.023, 0.018], [-0.021, 0.012, -0.004], [0.047, -0.034, 0.016], [-0.073, 0.060, -0.340], [0.005, -0.168, -0.157], [0.081, -0.007, 0.020], [0.015, 0.054, -0.001], [-0.009, 0.056, 0.007], [0.052, -0.113, 0.032], [-0.014, 0.066, -0.010], [-0.055, -0.013, -0.010], [-0.083, -0.030, 0.005], [0.112, -0.037, 0.003], [0.020, 0.012, -0.001], [0.030, 0.000, 0.029], [0.021, -0.014, -0.011], [-0.001, -0.012, -0.025], [-0.032, -0.016, -0.023], [-0.003, -0.007, 0.007], [-0.030, -0.005, -0.004], [0.007, -0.009, 0.024], [0.016, 0.011, 0.012], [0.002, 0.050, -0.012], [0.009, 0.037, -0.011], [-0.010, 0.007, -0.002], [-0.024, 0.001, -0.001], [-0.012, 0.034, 0.011], [0.023, -0.023, 0.034], [0.037, -0.027, -0.120], [0.020, 0.000, -0.002], [0.016, 0.022, -0.010], [-0.017, 0.013, -0.005], [-0.056, -0.005, -0.028], [0.034, 0.024, 0.262], [0.023, -0.026, -0.230], [-0.098, 0.069, 0.138], [-0.105, -0.126, 0.032], [0.139, 0.595, -0.851], [0.198, -0.191, 0.054], [-0.086, -0.090, 0.004], [-0.024, 0.038, 0.042], [0.002, -0.002, -0.005], [0.000, -0.022, 0.011], [0.069, -0.065, 0.019], [-0.323, 0.038, 0.142], [0.023, -0.030, -0.159], [0.035, 0.023, -0.007], [0.024, 0.012, 0.006], [0.015, 0.045, 0.033], [-0.109, 0.023, 0.032], [0.045, -0.007, -0.024], [-0.044, 0.014, 0.060], [0.013, 0.098, 0.099], [0.007, 0.048, -0.024], [0.011, 0.057, 0.033], [-0.009, -0.013, 0.011], [0.021, -0.045, -0.055], [-0.038, 0.040, -0.020], [-0.014, -0.011, 0.014], [-0.035, -0.006, -0.027], [-0.015, 0.004, 0.008], [-0.007, 0.026, 0.018], [0.020, 0.026, 0.002], [0.034, 0.007, -0.031], [-0.010, -0.001, 0.029], [0.032, -0.001, -0.008], [0.016, -0.025, 0.017], [-0.001, 0.003, 0.019], [-0.070, -0.040, 0.005], [0.941, 0.058, 0.019], [0.081, -0.167, 0.211], [0.056, 0.061, 0.032], [-0.086, -0.019, -0.021], [0.076, -0.029, -0.036], [-0.358, 0.039, -0.142], [0.039, 0.053, -0.026], [-0.143, -0.051, -0.023], [-0.007, -0.007, -0.021], [-0.041, 0.022, 0.009], [0.015, -0.002, -0.002], [-0.010, -0.011, -0.010], [0.024, -0.002, 0.077], [0.018, 0.005, -0.056], [0.269, 0.012, -0.079], [-0.463, -0.114, 0.072], [0.145, 0.184, -0.147], [-0.133, 0.054, -0.017], [0.009, -0.022, -0.035], [-0.013, -0.034, 0.032], [0.001, 0.009, 0.103], [0.073, 0.025, 0.013], [0.044, 0.140, 0.192], [-0.048, 0.014, 0.006], [-0.087, -0.024, -0.021], [-0.001, 0.001, -0.016], [0.021, -0.089, 0.013], [0.015, -0.047, -0.059], [0.211, -0.050, -0.023], [0.040, -0.035, -0.045], [0.018, 0.039, 0.025], [-0.055, -0.002, 0.027], [-0.012, -0.056, -0.011], [-0.060, -0.038, -0.106], [-0.007, 0.068, -0.028], [0.010, -0.016, -0.014], [0.027, -0.038, 0.028], [-0.021, 0.006, 0.013], [0.019, -0.002, -0.008], [-0.004, 0.009, -0.004], [0.006, 0.005, 0.005], [-0.024, 0.023, -0.001], [0.009, -0.007, -0.038], [0.012, 0.028, 0.009], [-0.033, -0.011, 0.017], [-0.022, -0.168, 0.020], [0.013, -0.011, -0.009], [0.016, 0.009, -0.040], [0.047, 0.021, -0.011], [-0.007, -0.011, -0.001], [-0.008, -0.001, 0.002], [0.021, 0.030, 0.015], [-0.011, 0.027, -0.008], [-0.003, 0.012, 0.003], [0.152, -0.061, 0.084], [0.011, 0.000, -0.023], [0.030, -0.002, -0.058], [-0.016, -0.072, 0.003], [0.038, 0.050, 0.047], [0.012, -0.014, -0.007], [-0.010, 0.012, -0.007], [0.015, -0.007, 0.009], [-0.006, 0.002, -0.017], [-0.008, -0.006, 0.011], [0.005, 0.030, -0.008], [-0.016, 0.018, 0.037], [-0.022, 0.006, 0.006]],
  "lowdin_spin": [-0.04, 0.00, -0.01, 0.11, 0.02, 0.01, 0.00, 0.01, 0.00, 0.01, 0.01, 0.01, 0.00, 0.01, 0.00, 0.01, 0.47, 0.06, 0.02, 0.00, 0.01, 0.00, 0.02, 0.05, 0.06, -0.01, 0.07, -0.01, 0.05, 0.00, 0.00, 0.00, 0.00, 0.00, 0.00, 0.00, 0.00, 0.00, 0.00, 0.00, 0.00, 0.00, 0.00, 0.01, 0.00, 0.00, 0.00, 0.00, 0.00, 0.00, 0.00, 0.00, 0.00, 0.00, 0.00, 0.00, 0.00, 0.00, 0.00, 0.00, 0.00, 0.00, 0.00, 0.00, 0.01, 0.00, 0.00, 0.00, 0.00, 0.00, 0.00, 0.01, 0.00, 0.00, 0.00, 0.00, 0.00, 0.00, 0.00, 0.00, 0.00, 0.00, 0.00, 0.00, 0.00, 0.00, 0.00, 0.00, 0.00, 0.01, 0.01, 0.00, 0.00, 0.00, 0.00, 0.00, 0.00, 0.00, 0.00, 0.00, 0.00, 0.00, 0.00, 0.00, 0.00, 0.00, 0.00, 0.00, 0.00, 0.00, 0.00, 0.00, 0.00, 0.00, 0.00, 0.00, 0.00, 0.00, 0.00, 0.00, 0.00, 0.00, 0.00, 0.00, 0.00, 0.00, 0.00, 0.00, 0.00, 0.00, 0.00, 0.00, 0.00, 0.00, 0.00, 0.00, 0.00, 0.00, 0.00, 0.00, 0.00, 0.00, 0.00, 0.00, 0.00, 0.00, 0.00, 0.00, 0.00, 0.00, 0.00, 0.00, 0.00, 0.00, 0.00, 0.00],
  "total_charge": 2,
  "orbital_gap_ev": [5.580, 5.647],
  "e_above_lowest_kcal_mol": 37.4,
  "multiplicity": 2,
  "s_squared": 0.83,
  "lumo_energy_ha": [-0.2473, -0.2583]
}